Record 1
DFT (wB97M-V/def2-TZVPD) results for a single C16H22N4O2S molecule.

Structure (SMILES): CCOC(=O)c1sc2ncnc(N3CCN(CC)CC3)c2c1C
Kohn-Sham gap (eV): 8.17
HOMO energy (eV): -8.051
LUMO level (hartree): 0.0042
Total charge: 0

Each line ends with the natural charge from an NBO analysis.
Atoms and positions in Å:
1 C 2.014 -4.202 5.348  -0.624
2 C 1.231 -2.918 5.573  -0.080
3 H 0.499 -3.048 6.378  0.184
4 H 1.896 -2.084 5.819  0.212
5 O 0.501 -2.586 4.394  -0.514
6 C 0.705 -1.383 3.839  0.773
7 O 1.446 -0.539 4.289  -0.604
8 C -0.091 -1.241 2.626  -0.335
9 C -0.211 -0.125 1.833  0.065
10 C -1.090 -0.363 0.738  -0.233
11 C -1.700 -1.636 0.814  0.073
12 N -2.692 -2.048 0.036  -0.493
13 C -3.147 -1.136 -0.796  0.284
14 N -2.617 0.046 -1.042  -0.540
15 C -1.524 0.419 -0.372  0.475
16 N -0.905 1.561 -0.773  -0.418
17 C -1.564 2.390 -1.763  -0.222
18 H -2.641 2.285 -1.643  0.238
19 C -1.148 2.000 -3.182  -0.238
20 N 0.294 2.121 -3.282  -0.453
21 C 0.928 1.215 -2.351  -0.235
22 C 0.536 1.601 -0.918  -0.212
23 H 1.005 0.906 -0.226  0.217
24 H 0.879 2.619 -0.712  0.206
25 H 2.012 1.294 -2.460  0.208
26 H 0.632 0.163 -2.518  0.167
27 C 0.823 2.086 -4.629  -0.199
28 C 0.659 0.767 -5.392  -0.638
29 H 1.072 0.873 -6.392  0.215
30 H -0.392 0.501 -5.481  0.206
31 H 1.184 -0.040 -4.888  0.204
32 H 0.328 2.888 -5.186  0.192
33 H 1.887 2.333 -4.562  0.191
34 H -1.611 2.679 -3.900  0.206
35 H -1.504 0.976 -3.378  0.181
36 H -1.261 3.424 -1.571  0.201
37 H -4.023 -1.399 -1.374  0.180
38 S -1.065 -2.594 2.107  0.462
39 C 0.390 1.190 2.198  -0.650
40 H -0.110 1.999 1.672  0.223
41 H 0.300 1.339 3.272  0.251
42 H 1.456 1.213 1.974  0.233
43 H 1.339 -5.003 5.061  0.213
44 H 2.747 -4.063 4.557  0.212
45 H 2.530 -4.479 6.263  0.216

---

Record 2
DFT (wB97M-V/def2-TZVPD) results for a molecular structure, C16H22N4O2S.

Kohn-Sham gap (eV): 10.09
HOMO energy (eV): -9.419
LUMO level (hartree): 0.0245
Total charge: 0

Each line ends with the natural charge from an NBO analysis.
Atoms and positions in Å:
1 C -2.391 -0.506 -2.889  -0.619
2 C -2.091 0.394 -1.699  -0.379
3 C -2.454 -0.219 -0.327  -0.262
4 C -3.965 -0.441 -0.175  -0.585
5 C -1.742 -1.495 -0.163  0.320
6 N -1.156 -2.471 -0.008  -0.350
7 C -2.007 0.793 0.753  0.713
8 O -2.402 1.940 0.702  -0.617
9 N -1.186 0.340 1.723  -0.621
10 C -0.594 1.254 2.691  -0.264
11 C 0.156 0.463 3.724  -0.205
12 C 1.473 0.309 3.794  -0.162
13 C 2.505 0.909 2.878  -0.276
14 N 3.483 -0.077 2.414  -0.627
15 C 3.404 -0.750 1.221  0.696
16 O 4.393 -1.117 0.627  -0.592
17 C 2.004 -1.031 0.682  -0.552
18 C 1.740 -0.284 -0.589  -0.170
19 C 1.667 -0.778 -1.854  -0.305
20 C 1.442 0.261 -2.804  0.204
21 C 1.317 0.045 -4.279  -0.647
22 N 1.344 1.472 -2.307  -0.609
23 S 1.520 1.412 -0.670  0.608
24 H -2.077 -0.012 -3.808  0.223
25 H -1.853 -1.454 -2.818  0.212
26 H -3.455 -0.724 -2.983  0.206
27 H -1.031 0.651 -1.691  0.226
28 H -2.640 1.333 -1.766  0.235
29 H -4.202 -0.853 0.806  0.221
30 H -4.464 0.520 -0.283  0.237
31 H -4.333 -1.129 -0.934  0.221
32 H -0.864 -0.614 1.699  0.417
33 H 0.042 1.973 2.171  0.203
34 H -1.393 1.832 3.159  0.228
35 H -0.459 -0.052 4.456  0.213
36 H 1.883 -0.317 4.581  0.212
37 H 2.041 1.422 2.036  0.199
38 H 3.064 1.671 3.423  0.226
39 H 4.444 0.109 2.662  0.404
40 H 1.957 -2.099 0.473  0.268
41 H 1.249 -0.811 1.433  0.226
42 H 1.772 -1.825 -2.100  0.236
43 H 0.497 -0.641 -4.500  0.223
44 H 1.132 0.993 -4.779  0.236
45 H 2.231 -0.394 -4.680  0.228

---

Record 3
DFT (wB97M-V/def2-TZVPD) results for 2 unconnected molecules or ions with the total composition C16H22N5O4 in a non-equilibrium geometry.

Kohn-Sham gap (eV): 6.42
HOMO energy (eV): -10.718
LUMO level (hartree): -0.1580
Total charge: +1

Each line ends with the natural charge from an NBO analysis.
Atoms and positions in Å:
1 N 0.782 2.620 -3.796  -0.754
2 C 0.783 1.444 -4.273  0.585
3 N 0.114 1.019 -5.474  -0.870
4 N 1.409 0.391 -3.637  -0.623
5 C 2.618 0.728 -2.877  -0.236
6 C 2.720 -0.110 -1.577  -0.404
7 C 2.691 0.729 -0.303  -0.387
8 C 1.499 1.718 -0.213  -0.464
9 C 0.526 1.268 0.845  0.083
10 C 0.816 1.607 2.177  -0.179
11 C -0.011 1.215 3.228  -0.230
12 C -1.141 0.440 2.992  -0.236
13 C -1.429 0.067 1.687  -0.036
14 C -0.623 0.492 0.625  -0.130
15 C -1.071 0.070 -0.747  0.525
16 O -0.998 0.779 -1.707  -0.462
17 C -1.681 -1.282 -0.804  -0.222
18 C -2.409 -1.705 0.229  -0.094
19 C -3.040 -3.071 0.273  -0.115
20 O -2.485 -3.935 -0.700  -0.395
21 N -1.192 -4.343 -0.281  0.365
22 O -0.521 -4.606 -1.190  -0.229
23 C -2.599 -0.797 1.381  0.516
24 O -3.622 -0.753 2.012  -0.507
25 H 0.237 3.252 -4.368  0.346
26 H -0.827 0.742 -5.205  0.380
27 H -0.014 1.825 -6.073  0.372
28 H 1.606 -0.323 -4.325  0.391
29 H 3.495 0.505 -3.479  0.194
30 H 2.604 1.775 -2.606  0.231
31 H 3.624 -0.714 -1.623  0.212
32 H 1.891 -0.815 -1.544  0.200
33 H 2.599 0.039 0.537  0.198
34 H 3.644 1.232 -0.156  0.212
35 H 1.017 1.896 -1.167  0.274
36 H 1.871 2.687 0.111  0.224
37 H 1.697 2.187 2.409  0.226
38 H 0.258 1.519 4.235  0.179
39 H -1.812 0.120 3.779  0.183
40 H -1.525 -1.879 -1.690  0.252
41 H -2.828 -3.495 1.259  0.199
42 H -4.113 -3.035 0.131  0.237
43 N -0.912 -0.301 6.383  -0.864
44 H -1.926 -0.322 6.249  0.463
45 H -0.572 -1.248 6.563  0.462
46 H -0.466 0.066 5.531  0.470
47 H -0.685 0.301 7.178  0.460